Here is a molecular structure, C16H29Br3ClN2O2 from the Open Molecules 2025 dataset. Energies are from ωB97M-V/def2-TZVPD.

```
53
Properties=species:S:1:pos:R:3:forces:R:3:nbo_charge:R:1
C -0.94240 -2.01830 2.84354 -0.18 0.99 -0.10 -0.724
C -1.78251 -1.49393 1.58852 -3.59 -0.01 1.12 0.728
O -3.02493 -1.37723 1.77967 3.99 -0.56 -0.64 -0.562
N -1.22890 -1.20291 0.26101 -0.59 0.07 0.25 -0.590
C -2.01701 -1.80175 -0.84641 -0.11 -1.66 -1.06 -0.422
C -0.88528 0.23494 0.06466 0.96 1.33 1.20 0.212
C -2.05824 1.27838 0.39278 -0.26 0.25 -0.69 -0.481
C -3.19745 1.42058 -0.71660 -0.01 2.09 0.30 -0.176
C -3.80609 2.93202 -0.62177 0.18 -0.67 -0.50 -0.630
Cl -4.64514 0.30410 -0.47091 1.01 0.44 -0.26 -0.079
C 0.28668 0.54424 1.16853 -0.07 -0.26 -1.18 -0.462
C 1.45208 1.49689 0.65237 1.02 1.07 3.16 0.141
C 1.06203 3.07401 0.66148 -0.34 -0.29 0.52 -0.632
C 2.63162 1.39018 1.78163 0.32 0.28 -0.40 -0.627
N 2.10392 1.10078 -0.63325 -2.01 1.76 -0.70 -0.037
O 2.45458 2.18808 -1.28277 0.49 -1.57 0.57 -0.362
C 1.28242 0.16887 -1.46016 -0.12 -0.70 -2.78 0.122
C 1.71526 0.44256 -3.00443 -0.64 -0.53 0.15 -0.611
C 1.56767 -1.38397 -1.21184 0.34 0.04 -0.30 -0.654
C -0.25311 0.59765 -1.35955 0.29 0.02 0.45 -0.467
H -0.09355 -2.71968 2.57379 -1.08 0.92 0.30 0.235
H -0.52298 -1.08822 3.37187 -0.37 -1.37 -0.81 0.238
H -1.68716 -2.46882 3.59163 1.11 0.50 -1.40 0.254
H -2.42385 -1.07289 -1.61198 0.36 -0.74 1.23 0.206
H -1.30502 -2.50390 -1.42264 -0.97 1.04 0.71 0.190
H -2.87215 -2.48398 -0.49548 1.23 1.37 -0.29 0.237
H -1.55334 2.31114 0.46627 -0.69 -1.58 -0.23 0.225
H -2.57472 1.12014 1.39392 0.76 -0.11 -1.21 0.249
H -2.85137 1.30285 -1.78926 -0.23 -0.28 1.48 0.214
H -4.75522 2.84788 -0.00735 1.13 0.52 -0.91 0.233
H -3.98549 3.30306 -1.69098 -0.17 -0.49 1.64 0.218
H -3.08312 3.66765 -0.14749 -0.82 -1.04 -0.46 0.208
H 0.77111 -0.45812 1.44418 -0.81 1.51 -0.25 0.234
H -0.20823 1.03104 2.06863 0.89 -0.68 -0.92 0.234
H 0.39561 3.37358 -0.20600 0.99 -0.29 0.94 0.213
H 1.99141 3.74002 0.72276 -1.37 -1.12 -0.43 0.239
H 0.47428 3.27429 1.62471 0.74 -0.40 -1.24 0.205
H 3.62849 1.31548 1.22974 -1.31 0.05 0.75 0.229
H 2.69690 2.35616 2.40145 -0.29 -1.65 -0.68 0.216
H 2.51354 0.46077 2.43515 0.15 1.37 -0.77 0.210
H 1.23525 1.39576 -3.41862 0.90 -1.27 0.72 0.223
H 1.28148 -0.43320 -3.59621 0.66 1.13 0.66 0.200
H 2.84723 0.46468 -3.13109 -1.60 0.04 0.21 0.235
H 2.67553 -1.60687 -1.42281 -1.65 0.56 0.36 0.225
H 1.31058 -1.75282 -0.17127 0.27 0.54 -1.38 0.234
H 0.99103 -2.00871 -1.98741 0.60 1.04 1.28 0.220
H -0.81451 0.19929 -2.26146 0.64 0.24 1.23 0.238
H -0.28366 1.74479 -1.45720 0.07 -1.70 0.15 0.234
C 3.10415 -4.66356 0.26081 0.06 -0.01 -0.08 -0.490
Br 1.22063 -4.57081 0.71447 0.33 -0.07 -0.05 0.088
Br 4.00754 -2.97643 0.57536 0.02 -0.46 0.21 0.095
Br 3.98977 -6.13308 1.16308 -0.19 0.30 -0.13 0.097
H 3.16461 -4.86268 -0.80708 -0.03 0.05 0.26 0.226
```
Positions in Å, forces in eV/Å.

<S²> = 0.754
2S+1 = 2
E_HOMO (spin up / spin down) = -8.78 / -8.96 eV

***

Here is C2H3F2N in the gas phase from the Open Molecules 2025 dataset. Energies are from ωB97M-V/def2-TZVPD.

```
8
Properties=species:S:1:pos:R:3:forces:R:3:nbo_charge:R:1
C -1.25362 0.19364 -0.23519 2.66 2.83 -0.44 0.197
C 1.25498 0.19195 0.13721 -0.13 -2.01 0.37 0.298
N 0.04901 -0.31680 0.06353 -3.22 -2.88 -0.86 -0.546
F -2.30259 -0.53791 0.03717 -1.00 -2.20 0.81 -0.333
F 2.33432 -0.55093 -0.17802 -0.29 -0.65 -0.19 -0.330
H -1.52975 1.24252 0.01050 1.04 -0.58 -0.18 0.137
H 1.47572 1.16982 0.19207 0.30 3.26 0.18 0.149
H -0.02807 -1.39229 -0.02726 0.63 2.22 0.32 0.429
```
Positions in Å, forces in eV/Å.

E_HOMO (spin up / spin down) = -7.32 / -6.94 eV
energy above the lowest of the compared OMol25 structures with the same formula, charge and spin = 63.46 kcal/mol

***

Here is a molecular structure, C44H51Cl3IN5O5PS2Sc from the Open Molecules 2025 dataset. Energies are from ωB97M-V/def2-TZVPD.

```
113
Properties=species:S:1:pos:R:3:forces:R:3:mulliken_charge:R:1
Sc 0.24884 -1.01600 -1.19611 -0.39 -0.04 0.09 0.030
C -2.40545 0.72772 -4.25322 0.60 -0.24 0.19 -1.189
C -2.81585 -0.55765 -3.60137 1.06 0.04 1.00 0.387
N -2.02112 -1.31040 -2.83230 -0.74 0.02 -0.72 0.716
C -2.68009 -2.48604 -2.50396 0.68 0.51 0.13 -0.073
C -3.96061 -2.57204 -2.89202 -0.76 -0.40 0.08 -0.609
S -4.37189 -1.19389 -3.79082 -0.59 0.02 -0.36 -0.297
C -1.94225 -3.57255 -1.88908 0.73 -0.03 0.47 -1.018
C -2.24516 -4.88693 -1.96793 -0.04 -0.04 -0.07 -0.629
S -1.02724 -5.81623 -1.25293 -0.14 -0.62 0.22 -0.350
C -0.19160 -4.42447 -0.80308 0.43 1.12 0.28 0.036
N -0.76895 -3.30884 -1.21906 0.29 -0.15 0.29 1.588
C 1.08114 -4.51292 0.01318 0.02 -0.36 -1.20 -0.674
H -1.60948 1.19810 -3.66717 -0.19 -0.10 -0.07 -0.144
H -3.20844 1.44225 -4.36977 -0.27 -0.07 0.05 0.683
H -1.99235 0.50999 -5.23283 0.07 -0.09 -0.27 0.389
H -4.63014 -3.38754 -2.64412 -0.03 0.28 -0.27 0.517
H -3.08884 -5.34255 -2.42323 -0.41 -0.23 -0.39 0.577
H 1.90204 -4.81495 -0.66112 -0.28 0.08 0.33 0.113
H 1.00631 -5.25932 0.79596 -0.15 -0.15 0.11 0.511
H 1.35428 -3.56644 0.44222 -0.03 0.38 0.02 -0.293
C -1.93683 -3.62896 3.20457 0.32 -0.18 -0.70 -1.856
C -1.71024 -3.02970 1.80731 0.19 0.45 -0.23 1.370
C -2.99709 -2.46680 1.19475 0.10 -0.63 0.23 -1.775
P -0.32605 -1.72933 1.56816 -0.42 -0.74 0.52 1.627
C 0.96243 -2.40469 2.76284 -0.34 0.06 -0.53 0.868
C 0.75910 -2.23444 4.27536 1.11 0.58 -0.78 -2.219
C 2.32814 -1.82410 2.38661 -0.14 -0.03 0.69 -1.472
C -0.96295 -0.13622 2.13527 -0.37 0.15 0.10 -0.106
C -1.30959 0.14658 3.48026 0.37 -0.23 -0.02 -0.747
C -1.75944 1.38095 3.90467 0.05 0.34 -0.88 0.380
C -2.15615 1.67831 5.32171 0.53 0.75 -0.05 -1.689
C -1.88542 2.34650 2.89077 -0.56 0.15 0.21 -0.986
C -1.71354 2.07372 1.54976 0.34 0.20 0.25 -0.563
C -1.24017 0.82268 1.10659 -0.08 -0.78 -0.20 0.012
N -1.13159 0.52469 -0.26232 0.42 -0.05 0.28 0.941
C -1.67319 1.58250 -1.07312 0.48 -0.19 0.02 -0.400
C -3.04556 1.64472 -1.34431 -0.48 -0.41 0.03 1.803
C -4.01500 0.61120 -0.78120 0.75 0.75 -0.61 -1.652
C -3.55269 2.70598 -2.06864 -0.05 0.70 -0.37 -1.218
C -2.74245 3.74418 -2.56478 -1.28 -0.02 -0.01 0.618
C -3.29974 4.91051 -3.37458 0.82 -0.35 -0.28 -1.687
C -1.41374 3.68388 -2.26134 0.52 -0.47 0.31 -0.938
C -0.86296 2.63518 -1.50859 -0.39 0.54 -0.37 1.344
C 0.54579 2.78982 -1.06891 0.97 -0.02 0.09 -1.001
H -2.65808 -4.44972 3.10498 0.05 0.12 0.08 0.471
H -2.34585 -2.90276 3.90024 0.08 0.09 0.20 0.309
H -0.99057 -4.05900 3.56499 -0.51 0.12 0.14 0.429
H -1.37253 -3.86030 1.17886 0.01 0.13 0.05 -0.186
H -3.40511 -1.70311 1.84298 -0.22 0.24 0.16 0.367
H -3.73890 -3.26713 1.05819 0.09 0.18 0.11 0.499
H -2.82071 -2.01627 0.22802 0.12 0.13 -0.24 0.088
H 0.93257 -3.47433 2.51332 0.03 0.11 0.12 0.409
H 0.91175 -1.18208 4.50859 0.02 0.07 0.17 0.448
H 1.58286 -2.78453 4.73686 -0.26 -0.09 0.34 0.446
H -0.19692 -2.51759 4.65325 -0.42 -0.40 0.26 0.405
H 2.31006 -0.80448 2.76392 0.27 0.21 -0.01 0.527
H 2.53567 -1.77209 1.32493 -0.04 -0.19 -0.24 0.048
H 3.13269 -2.36141 2.90429 -0.08 0.08 -0.12 0.572
H -1.20325 -0.60961 4.26061 0.02 0.00 -0.44 0.175
H -2.26825 0.77123 5.88062 -0.09 -0.55 0.38 0.400
H -3.10400 2.21332 5.33899 -0.07 0.02 0.08 0.372
H -1.41418 2.30838 5.85681 -0.33 -0.31 -0.35 0.297
H -2.23692 3.34325 3.15578 0.08 -0.10 0.02 0.401
H -1.90885 2.84890 0.81533 0.00 -0.03 0.26 0.330
H -3.52121 -0.33809 -0.66693 0.13 -0.32 0.13 -0.171
H -4.86437 0.48961 -1.45172 -0.17 0.14 0.25 0.529
H -4.30219 0.98082 0.19232 -0.44 -0.18 0.39 0.481
H -4.62261 2.75868 -2.24624 -0.05 -0.07 -0.02 0.348
H -4.13602 5.42337 -2.91875 -0.30 -0.13 0.17 0.359
H -3.57039 4.58781 -4.38702 -0.21 -0.02 0.20 0.290
H -2.51178 5.65685 -3.52381 -0.08 -0.08 0.12 0.389
H -0.77573 4.49514 -2.56270 0.29 0.21 -0.09 0.423
H 0.90129 3.83854 -1.14881 -0.30 -0.62 0.02 0.608
H 1.25313 2.16626 -1.63452 -0.29 0.26 0.01 -0.167
H 0.62986 2.46463 -0.03205 0.10 0.12 0.08 -0.215
I 3.70730 0.38504 -6.31582 -0.12 0.06 0.14 0.121
C 2.10020 -0.11315 -5.12114 -0.02 0.16 0.56 -1.084
C 1.09476 -0.99465 -5.45550 0.68 0.36 0.12 -0.367
N 0.29878 -1.07159 -4.40253 -0.34 0.70 1.46 0.225
N 0.74047 -0.29667 -3.34998 -1.34 -0.90 -0.50 1.317
C 1.82577 0.28006 -3.77057 1.08 0.35 -2.01 -0.308
H 0.91888 -1.57937 -6.33425 0.01 -0.11 -0.21 0.464
H -0.39523 -1.76181 -4.17446 -0.09 -0.20 -0.20 -0.132
H 2.41162 0.94626 -3.17176 0.14 0.07 0.36 0.387
C 3.82220 5.16451 1.25844 -0.12 0.03 -0.02 -0.971
C 4.19293 4.23055 2.36246 -0.51 0.73 1.49 0.998
C 4.43876 4.76406 3.64462 0.25 -0.77 -0.24 -0.861
C 4.79192 3.91120 4.68568 -0.35 -0.06 0.43 0.169
Cl 5.16111 4.57158 6.28356 -0.12 -0.10 -0.51 -0.239
C 4.79316 2.52435 4.53333 0.65 0.08 -0.05 -0.878
C 4.49006 2.00096 3.28132 -0.09 -0.07 0.33 -0.296
C 4.13912 2.85321 2.23751 0.57 -0.38 -0.72 0.443
O 3.86287 2.38597 0.97188 -0.41 -0.59 0.35 -0.387
C 3.02398 1.22970 0.94927 0.25 0.26 -0.43 0.241
C 2.83325 0.75928 -0.48105 1.19 0.59 -0.57 -0.612
O 3.55959 1.15304 -1.38451 -0.71 -0.27 0.61 -0.718
O 1.90384 -0.13113 -0.59185 -0.57 -0.25 0.04 1.031
H 3.68892 6.16923 1.66876 -0.12 -0.13 -0.14 0.390
H 2.90694 4.82285 0.76974 0.08 0.15 -0.06 0.030
H 4.60618 5.22122 0.51066 0.09 -0.09 -0.23 0.302
H 4.32088 5.82924 3.81288 0.25 -0.10 0.01 0.337
H 5.14203 1.86766 5.34654 -0.38 0.46 -0.44 0.379
H 4.55920 0.92402 3.12147 -0.12 0.34 0.06 0.391
H 2.04111 1.47307 1.38194 0.27 -0.29 0.14 0.251
H 3.48469 0.35279 1.42879 -0.16 0.44 0.21 0.467
Cl 3.71052 -3.50600 -4.87093 -0.20 -0.07 0.40 -0.168
C 3.10560 -3.84911 -3.23091 0.31 -0.01 0.40 0.028
Cl 3.08544 -5.62293 -2.90679 0.05 0.35 -0.17 -0.208
C 1.68014 -3.27272 -2.99338 0.55 -1.22 -0.92 0.562
O 0.75799 -3.71878 -3.67021 -0.15 0.37 0.22 -0.781
O 1.68924 -2.42059 -2.07209 -0.47 0.67 0.80 -1.403
H 3.79010 -3.40212 -2.49452 -0.18 -0.24 -0.54 0.274
```
Positions in Å, forces in eV/Å.

E_HOMO = -7.27 eV
energy above the lowest of the compared OMol25 structures with the same formula, charge and spin = 0.00 kcal/mol

***

Number 1: molar mass 556.59 g mol⁻¹. Number 2: molar mass 79.05 g mol⁻¹. Number 3: molar mass 1103.25 g mol⁻¹.